The following is a quantum chemistry calculation of a structure of composition C41H73BaNO7P3Si3, from OMol25.

XYZ file:
```
129
Properties=species:S:1:pos:R:3
Ba -0.5890 -0.2027 -0.5021
P 2.6866 1.0072 -1.4995
P 2.2111 1.3488 1.5225
P -2.2902 -1.0628 2.3388
Si -1.6461 -2.5653 -3.0598
Si -4.2210 -1.6674 -1.5570
Si -2.5632 0.3983 -3.0980
O 0.7802 1.0979 1.7937
O 1.3700 1.6435 -1.7672
O 3.0632 1.0200 2.8023
O -2.1762 1.5242 -1.8424
O 2.9059 -0.1696 -2.5185
O 3.9467 1.9461 -1.5268
O 2.5416 2.8179 1.0646
N -2.1209 1.7817 1.4205
C -5.2973 -3.7243 4.5741
C -4.7535 -1.7403 3.3343
C -1.8723 0.2681 4.8036
C -1.6000 1.3797 5.5807
C -1.9561 -4.2721 -2.3207
C 2.5831 5.0998 1.8105
C -0.6803 -1.9485 2.3534
C 0.4141 -1.6057 3.1415
C -5.6860 -2.5240 3.9909
C -1.1446 0.7016 -4.3026
C -5.0458 -0.2017 -0.6728
C 5.2504 2.0389 2.1672
C -1.4992 2.6230 4.9686
C 0.6941 -3.6065 1.2267
C 5.0534 -0.3633 2.9269
C 1.7773 -3.2554 2.0265
C -4.1966 -3.0628 -0.2781
C 4.1906 2.9181 -2.6031
C -2.0250 0.3725 3.4215
C -3.4175 -2.1397 3.2706
C 2.8470 0.3194 0.1705
C -1.9589 1.6371 2.8194
C -1.6908 2.7542 3.6052
C -3.9744 -4.1301 4.5059
C 0.2472 -2.3593 -2.7881
C -0.5208 -2.9565 1.3921
C -2.2997 2.9161 -2.0820
C 5.3260 -0.5003 -2.8412
C 3.3201 4.1386 -2.3999
C -5.4585 -2.2760 -2.8393
C 5.6672 3.2334 -2.5446
C 1.6821 3.9195 1.5355
C -2.5735 -1.2068 -2.2531
C -1.9121 -2.8053 -4.9042
C -3.0329 -3.3384 3.8594
C -4.1194 0.9787 -3.9581
C 3.9659 -1.1521 -2.7220
C 1.6294 -2.2609 2.9826
C 0.6409 4.1895 0.4727
C 3.9126 -2.2314 -1.6592
C 4.5052 1.0461 3.0366
H -1.2415 1.7058 -4.7251
H -5.1153 -3.0105 0.3128
H -4.9824 1.0838 -3.3025
H -4.3193 0.4683 -0.2150
H -6.7190 -2.2056 4.0393
H 0.0587 3.2901 0.2762
H -1.6092 -1.9498 -5.5084
H -5.0647 -0.8137 2.8635
H -4.3665 0.2213 -4.7070
H -2.0188 3.4621 -1.1779
H -6.4077 -2.5383 -2.3634
H 6.0520 -1.2576 -3.1383
H 2.4621 -1.9883 3.6174
H -3.3674 -3.0127 0.4298
H 0.7851 -4.3946 0.4891
H 4.5299 -3.0720 -1.9774
H -3.6693 -5.0642 4.9592
H 1.1947 3.5888 2.4558
H -1.8353 -4.2958 -1.2360
H 6.3004 2.0178 2.4615
H 0.3297 -0.8064 3.8643
H 0.6470 -1.3659 -3.0225
H 0.5018 -2.6218 -1.7485
H -1.9770 -0.7059 5.2688
H 5.9228 3.9434 -3.3309
H -1.4826 1.2847 6.6514
H 4.4411 -1.0584 3.4994
H 5.0999 -0.7065 1.8915
H -4.1731 -4.0458 -0.7495
H -1.6493 3.7343 3.1431
H 3.6871 -1.5869 -3.6815
H -5.6637 0.4034 -1.3374
H 4.8778 3.0511 2.3023
H 4.3055 -1.8820 -0.7026
H 2.7268 -3.7635 1.9109
H -1.1284 0.0054 -5.1408
H -1.3668 -3.6801 -5.2676
H -5.6996 -0.5778 0.1185
H 6.0664 -0.3914 3.3280
H 2.8928 -2.5936 -1.5254
H 1.9822 5.9563 2.1166
H -0.0267 4.9857 0.8077
H 3.5272 4.8641 -3.1871
H 3.5479 4.5970 -1.4363
H 3.1378 5.3739 0.9124
H -6.0283 -4.3424 5.0782
H -3.3275 3.1789 -2.3406
H -1.2961 3.5035 5.5650
H -5.0856 -3.1757 -3.3369
H -1.3659 -3.2478 0.7732
H -5.6657 -1.5328 -3.6107
H -2.9579 -4.6434 -2.5434
H -2.1632 2.7554 1.1500
H 5.9128 3.6830 -1.5813
H -0.1678 0.6638 -3.8101
H 6.2726 2.3380 -2.6773
H 0.8166 -3.0607 -3.4035
H 3.2905 4.8803 2.6089
H -2.0003 -3.6620 3.8169
H 5.3212 0.2805 -3.6010
H -1.6354 3.2409 -2.8873
H 3.9422 2.4250 -3.5472
H -2.9542 1.3175 1.0794
H 1.1136 4.5034 -0.4580
H 5.1944 1.7949 1.1039
H 2.4781 -0.7048 0.2760
H -3.9719 1.9223 -4.4882
H 4.5721 1.3684 4.0755
H -2.9754 -2.9772 -5.0914
H 3.9277 0.2243 0.3114
H 5.6518 -0.0690 -1.8934
H 2.2642 3.8782 -2.4314
H -1.2455 -4.9819 -2.7540
```

- E_LUMO: -1.81 eV
- E: -4105.828491 a.u.
- Frontier orbital gap: 7.6 eV
- Highest occupied orbital energy: -0.34433 Eh
- Net charge: +1

The following is a quantum chemistry calculation of a cluster of 17 separate species, C41H76Br32FN2O4S in total at a distorted geometry, from OMol25.

XYZ file:
```
157
Properties=species:S:1:pos:R:3
Br 1.1014 6.6638 1.3280
Br -2.3136 11.4617 -1.2543
Br -2.5688 -0.0931 4.6312
Br -1.0231 9.9132 2.2114
Br 1.4516 -3.4758 -11.3722
Br -5.8596 -0.9023 -0.9251
Br 6.4650 2.8034 -3.1238
Br -6.3002 2.9269 -2.9421
Br 3.5609 4.3993 -0.2226
Br -5.2555 -0.8923 7.0222
Br 5.2361 1.3725 -9.7130
Br -0.8407 -6.3662 -11.3045
Br -3.2254 6.9579 2.1050
Br -9.3340 -3.3535 4.8435
Br -6.1213 -1.5279 2.5843
Br 7.0610 -3.1689 -8.5226
Br 6.5235 -2.4922 5.6739
Br 3.1601 -3.9108 6.2095
Br 8.7421 5.7051 -3.0171
Br -10.0454 0.0255 3.5610
Br 5.2063 3.8405 -6.9671
Br 0.6154 -9.5254 6.8420
Br 5.1062 -1.9991 -2.5003
Br 0.8657 -7.0641 9.5905
Br -9.4727 1.3182 -1.9837
Br 4.8693 -0.0107 -5.5283
Br -4.6596 11.9977 1.5365
Br 3.8413 -4.8650 -8.0006
Br -1.6306 -6.8431 5.5807
Br -3.7914 -7.2587 2.6361
Br 5.9255 1.8057 1.5743
Br 8.2416 4.6796 1.7539
S 1.5156 -3.6142 -0.6897
F 2.6277 -4.6426 -0.5823
O 1.4315 -3.1236 2.6119
O 0.2843 -4.2698 -0.4346
O 1.6655 -2.9147 -1.9044
O 1.8161 -2.6023 0.4797
N -3.0439 -1.5776 1.2877
N 1.3049 1.7759 0.8652
C -2.9856 13.1238 -0.5023
C 4.0541 -3.4163 4.5521
C -3.0602 -8.6039 3.8449
C 7.2574 3.7056 -1.5931
C 0.1809 -0.2782 -0.0134
C 6.7864 4.1748 2.9449
C 5.1375 -1.9269 -5.3437
C -0.4418 -2.2809 1.4990
C -4.1391 0.9447 5.1412
C 5.5206 -3.7526 4.5854
C 7.3108 5.1946 -1.8003
C -10.5072 -1.9745 5.5584
C -2.4536 9.3895 3.4190
C -1.4073 -3.0351 2.1729
C -2.4779 7.9004 3.6354
C -2.7273 -2.6327 2.0278
C -2.1330 -0.8379 0.6516
C 6.7047 2.9179 -7.7949
C -0.0098 -5.4027 -9.8341
C -0.7842 -1.1577 0.7313
C -7.5460 -1.1183 1.3203
C 4.3036 -2.4668 -4.2150
C -4.4509 0.8274 6.6114
C -8.8462 1.8799 -3.7416
C 1.9620 5.2097 -0.9810
C 1.2987 0.3260 0.8696
C 4.6914 -4.2911 -9.6587
C -11.2243 -1.2371 4.4604
C 1.7634 6.6203 -0.4989
C 6.5206 2.7696 -9.2807
C -1.0999 -4.2304 3.0107
C 2.2518 -8.1230 8.7330
C -7.3737 1.6237 -3.9079
C 0.0520 -3.9227 -10.0989
C 6.1799 -4.5056 -9.6239
C -3.0540 -8.1249 5.2705
C 6.7055 2.6833 3.1276
C 0.9781 -2.7203 1.6159
C -3.1100 13.0442 0.9951
C -7.2884 -1.8214 0.0216
C 2.0281 -8.2557 7.2518
H -9.8922 -1.3233 6.1703
H 6.6128 3.4594 -0.7540
H -0.4002 0.5397 -0.4282
H -7.0826 0.6445 -3.5413
H -3.2682 14.0342 1.4167
H 2.2705 -9.0807 9.2418
H 0.6402 2.1684 0.2178
H -2.8539 -8.9513 5.9497
H -3.9306 13.3308 -0.9927
H 3.5509 -3.9815 3.7734
H 7.5335 5.7004 -0.8657
H -2.4603 0.0133 0.0816
H -11.6170 -1.8997 3.6971
H -2.2589 13.8837 -0.7797
H 1.1314 4.5625 -0.7200
H 7.5755 3.5326 -7.5784
H -3.9012 1.9738 4.8819
H -3.9811 -7.6395 5.5557
H 3.8724 -2.3570 4.4039
H -0.5860 -4.9614 2.3925
H -3.1247 7.6500 4.4731
H 6.8008 1.9632 -7.2872
H 3.2925 -2.0740 -4.2136
H -6.9731 -2.8498 0.1621
H 0.3093 -3.3870 -9.1877
H -8.1543 -1.7962 -0.6361
H -4.0210 -1.3114 1.1873
H -7.5826 -0.0385 1.2206
H -3.3761 9.7705 2.9937
H -2.0668 -8.8420 3.4808
H 1.7499 -7.3164 6.7835
H 7.6764 2.2272 3.2881
H 6.0474 2.4378 3.9577
H -0.8744 -3.5285 -10.5026
H -3.5140 -3.1929 2.5012
H 5.9483 -3.6792 3.5880
H 5.7128 -4.7402 4.9909
H -0.3899 -3.9331 3.7732
H 1.0037 7.1199 -1.0957
H 0.6089 -0.8005 -0.8610
H 2.6780 7.2032 -0.5162
H -2.2452 12.5829 1.4607
H 6.2001 -2.0902 -5.2002
H -0.6319 -5.6061 -8.9656
H 7.0089 4.6598 3.8924
H 1.1288 -0.0029 1.9009
H 6.4588 -5.4751 -9.2252
H 6.1632 3.6797 -9.7500
H 6.6010 -4.3891 -10.6196
H 2.1131 5.1908 -2.0583
H -8.4595 -1.4657 1.7956
H 6.3892 5.5877 -2.2167
H 7.4525 2.4605 -9.7484
H 2.9198 -8.6514 6.7711
H -4.9545 0.5918 4.5181
H -12.0330 -0.6343 4.8664
H -7.0806 1.7232 -4.9504
H -5.1878 1.5753 6.8940
H 8.2349 3.2622 -1.4362
H 4.2340 -4.8929 -10.4401
H 0.9725 -5.8391 -9.6864
H 4.8351 -2.3556 -6.2967
H -3.7061 -9.4716 3.7349
H -1.9804 -4.6432 3.4811
H 5.8773 4.5963 2.5276
H 2.2525 -0.0974 0.5737
H 2.2168 2.1641 0.6740
H -11.2197 -2.4997 6.1899
H -1.4890 7.4869 3.8037
H 4.2679 -3.5538 -4.2373
H -2.2471 9.9035 4.3551
H -9.1048 2.9278 -3.8469
H -9.4181 1.2904 -4.4540
H 4.4196 -3.2509 -9.8013
H 3.1812 -7.5915 8.9242
H -3.5753 0.9246 7.2443
```

- E_LUMO: -4.02 eV
- E: -84884.649655 a.u.
- Frontier orbital gap: 6.8 eV
- Highest occupied orbital energy: -0.39661 Eh
- Net charge: +1